# 1
ORCA calculation (the ωB97M-V functional and the def2-TZVPD basis) on a 3-piece molecular cluster, C2H10O2S2 overall at a distorted geometry.

XYZ file:
```
16
Properties=species:S:1:pos:R:3:lowdin_charge:R:1
C -0.45938 4.07107 0.22558 -0.226
C -0.73038 2.71066 0.89875 -0.587
S -2.35420 2.13883 0.22309 0.401
S -3.02490 0.87374 1.69172 0.303
H -1.15833 4.92081 0.37235 0.071
H -0.26675 3.96007 -0.84026 0.063
H 0.35716 4.64385 0.70101 0.072
H -0.55895 2.83509 1.96220 0.072
H 0.06237 2.12312 0.42581 0.062
H -2.81062 -0.27064 1.08311 -0.229
O 4.11139 -4.07910 -1.03029 -0.061
H 5.04174 -4.26549 -0.82213 0.040
H 3.81080 -4.89394 -1.41981 0.021
O -0.42695 -5.16977 -1.10366 -0.049
H -1.29203 -5.22091 -0.73447 0.013
H -0.30097 -4.37739 -1.63300 0.035
```

Values from the calculation:
LUMO level (eV): 0.5
Spin multiplicity: 1
ΔE to the lowest compared entry with this formula, charge and spin (kcal/mol): 25.3
Structure (SMILES): CCSS.O.O
E_HOMO (Eh): -0.32909
Total charge: 0
M (g/mol): 130.2

=====

# 2
ORCA calculation (the ωB97M-V functional and the def2-TZVPD basis) on a 4-piece molecular cluster, C2H10O4 overall at a distorted geometry.

XYZ file:
```
16
Properties=species:S:1:pos:R:3:mulliken_spin:R:1
O 1.29893 -0.98161 1.75311 0.223
C 0.73973 0.17214 1.90451 0.689
C -0.01700 0.85356 0.79736 -0.074
H 0.57263 0.62870 2.89584 0.035
H 0.06320 1.93564 0.97271 0.016
H -1.08769 0.61495 0.67241 0.072
H 0.31435 0.74544 -0.25079 0.008
H -0.87157 -2.46632 1.01306 -0.002
H 0.53213 -2.28981 0.59260 0.005
O -0.19243 -2.95070 0.50037 0.015
H -1.18288 -2.03589 -0.93839 0.002
H -1.92577 -1.11933 -1.97524 -0.007
O -1.38591 -1.10903 -1.17805 0.017
H 1.56409 2.10711 -2.45735 -0.001
H 0.30568 2.91495 -2.12479 0.000
O 1.27252 2.98020 -2.17735 0.005
```

Values from the calculation:
LUMO level (alpha / beta) (eV): 3.4 / 3.3
Spin multiplicity: 2
ΔE to the lowest compared entry with this formula, charge and spin (kcal/mol): 6.5
E_HOMO (alpha / beta) (Eh): 0.00873 / -0.12150
Total charge: -1
M (g/mol): 98.1

=====

# 3
ORCA calculation (the ωB97M-V functional and the def2-TZVPD basis) on a 4-piece molecular cluster, C2H10O4 overall at a distorted geometry.

XYZ file:
```
16
Properties=species:S:1:pos:R:3:mulliken_spin:R:1
C 2.39294 0.45864 1.11361 0.651
C 1.05782 0.20621 1.29157 0.527
O 0.19981 -0.45558 0.52627 0.016
H 2.87076 1.18858 1.74972 -0.175
H 2.83404 -0.06325 0.30332 -0.427
H 0.62682 0.53711 2.26475 0.053
H 0.61403 -0.32368 -0.38370 0.067
H -0.05823 2.01753 -2.24296 -0.064
H 1.25261 1.45555 -1.57721 -0.208
O 0.36942 1.25831 -1.81293 0.490
H -1.24753 -1.60748 0.83667 -0.029
H -2.56616 -2.11891 1.60088 -0.006
O -2.19319 -1.92229 0.76381 -0.062
H -2.39968 -0.90119 -1.19686 -0.036
H -1.40504 0.23905 -1.74471 -0.057
O -2.34841 0.03141 -1.49219 0.259
```

Values from the calculation:
LUMO level (alpha / beta) (eV): 3.4 / 3.3
Spin multiplicity: 2
ΔE to the lowest compared entry with this formula, charge and spin (kcal/mol): 25.7
E_HOMO (alpha / beta) (Eh): 0.02431 / -0.20794
Total charge: -1
M (g/mol): 98.1

=====

# 4
ORCA calculation (the ωB97M-V functional and the def2-TZVPD basis) on a 2-piece molecular cluster, C2H11N2 overall at a distorted geometry.

XYZ file:
```
15
Properties=species:S:1:pos:R:3:lowdin_charge:R:1
N -1.37084 0.60987 -1.83226 0.048
H -1.79753 -0.23242 -2.20463 0.069
H -2.06479 1.22577 -1.43619 0.066
H -0.08345 0.53004 -0.78854 0.089
H -0.91738 1.02575 -2.63928 0.066
C -0.02760 -0.95374 1.61182 -0.065
C 1.13698 -0.56821 0.70422 -0.198
N 0.72647 0.67470 -0.04162 0.109
H 0.02721 -1.95146 2.04014 0.091
H -0.05485 -0.23373 2.42910 0.087
H -0.94048 -0.94209 1.01497 0.077
H 2.04885 -0.34168 1.24955 0.124
H 1.38449 -1.28818 -0.07317 0.126
H 1.48655 1.02351 -0.62642 0.156
H 0.44636 1.42186 0.59229 0.157
```

Values from the calculation:
LUMO level (eV): -3.3
Spin multiplicity: 1
ΔE to the lowest compared entry with this formula, charge and spin (kcal/mol): 4.2
E_HOMO (Eh): -0.57254
Total charge: +1
M (g/mol): 63.1